1.
Density functional theory data (ωB97M-V/def2-TZVPD) for one molecule with the formula C8H16N3P in a non-equilibrium geometry.

Cartesian coordinates (Å):
1 C 2.4426 0.9662 1.1211
2 C 2.8451 -0.2862 0.8439
3 C 0.9422 -0.0315 -0.0240
4 C -0.3338 0.0322 -2.0820
5 C 1.8417 -2.1941 -0.6366
6 C -1.4485 2.0728 0.1618
7 C -1.2125 -0.0177 1.9492
8 C -3.0493 -0.3446 -0.6697
9 N 1.2096 1.1194 0.5033
10 N -0.2295 -0.3916 -0.6827
11 N 1.9162 -0.9355 0.1450
12 P -1.7117 0.3192 0.1018
13 H 2.8093 1.7769 1.6591
14 H 3.7931 -0.8638 0.8930
15 H -0.7774 1.0090 -2.1156
16 H -0.8080 -0.6486 -2.7757
17 H 0.6433 0.2792 -2.4523
18 H 0.7492 -2.4324 -0.6978
19 H 2.4716 -2.2143 -1.5178
20 H 2.3006 -3.0687 -0.0191
21 H -1.5188 2.5685 1.0835
22 H -0.3640 2.2039 -0.3136
23 H -2.1351 2.5154 -0.5208
24 H -2.0623 -0.3149 2.5385
25 H -0.5053 -0.7385 2.1343
26 H -0.6616 0.8086 2.5117
27 H -3.9447 0.2207 -0.5616
28 H -3.2018 -1.4096 -0.5769

Values from the calculation:
- Energy above the lowest of the compared OMol25 structures with the same formula, charge and spin: 170.3 kJ/mol
- Lowest unoccupied orbital energy: 0.7978 eV

Results of the Mulliken charge analysis, in e, for atoms 1 through 5: -0.809, -0.249, 0.266, -1.111, -0.910

***

2.
Density functional theory data (ωB97M-V/def2-TZVPD) for a 3-piece molecular cluster, C8H24BrN2O overall in a non-equilibrium geometry.

Cartesian coordinates (Å):
1 N -5.6228 1.8181 -5.2146
2 H -5.1433 1.4506 -4.4053
3 H -6.3124 2.5087 -4.9546
4 H -6.1949 1.0403 -5.5110
5 H -5.0815 2.2621 -5.9427
6 Br -3.5012 0.9566 -2.8163
7 C -1.5926 0.2013 0.3696
8 C -0.3800 0.5828 -0.4333
9 N 0.8866 0.0062 0.3244
10 C 2.0227 0.3752 -0.7450
11 C 1.2975 0.5416 1.7443
12 C 1.3101 2.1016 1.7370
13 C 0.7623 -1.5139 0.3273
14 C 1.8245 -2.2769 1.1444
15 O 1.7002 -2.1382 2.5302
16 C 2.8670 -2.5356 3.1641
17 H -1.9163 -0.8071 0.1118
18 H -2.4672 0.6860 -0.0643
19 H -1.6866 0.3768 1.4412
20 H -0.2489 1.6648 -0.4276
21 H -0.4408 0.2192 -1.4591
22 H 2.0152 -0.3283 -1.5775
23 H 3.0085 0.4734 -0.2905
24 H 1.8164 1.3529 -1.1806
25 H 2.3157 0.2238 1.9684
26 H 0.5395 0.1345 2.4135
27 H 0.3741 2.5692 2.0425
28 H 1.4990 2.5716 0.7718
29 H 1.8086 2.5783 2.5810
30 H 0.4188 -2.0103 -0.5804
31 H -0.1049 -1.7205 0.9545
32 H 2.8416 -1.9690 0.9015
33 H 1.6944 -3.3389 0.9366
34 H 3.8172 -2.0709 2.9012
35 H 3.0973 -3.5876 2.9960
36 H 2.7762 -2.3985 4.2416

Values from the calculation:
- 2S+1: 2
- Lowest unoccupied orbital energy (alpha / beta): -0.3884 / -0.3926 eV

Results of the Mulliken charge analysis, in e, for atoms 1 through 5: -2.067, -0.460, 0.764, 0.843, 0.853

***

3.
Density functional theory data (ωB97M-V/def2-TZVPD) for a 2-piece molecular cluster, C4H6NO overall in a non-equilibrium geometry.

Cartesian coordinates (Å):
1 C -0.5124 -1.4935 0.2572
2 C 0.3756 -2.2833 0.3778
3 C -1.6849 -0.6610 0.0531
4 C 1.6932 1.5147 -0.1261
5 N 0.7650 2.1829 -0.7642
6 O -0.4013 1.6631 -0.7540
7 H 2.5921 2.0954 -0.1165
8 H 1.3195 -2.5422 0.6023
9 H -1.2162 0.3732 -0.0172
10 H -2.2611 -0.6552 -0.8936
11 H 1.7132 0.5574 0.3577
12 H -2.3828 -0.7516 1.0235

Values from the calculation:
- Energy above the lowest of the compared OMol25 structures with the same formula, charge and spin: 177.7 kJ/mol
- Total charge: -1
- Lowest unoccupied orbital energy: 4.1337 eV

Results of the Mulliken charge analysis, in e, for atoms 1 through 5: -0.241, -0.150, -0.781, -0.584, -0.371

***

4.
Density functional theory data (ωB97M-V/def2-TZVPD) for one molecule with the formula C5H6Br2S in a non-equilibrium geometry.

Cartesian coordinates (Å):
1 C -0.2331 -1.1570 0.6848
2 C -1.5631 -1.1600 0.8513
3 C -0.7663 1.1729 -0.1593
4 C 0.2667 0.1679 -0.5098
5 C 1.7250 0.2481 -0.4497
6 S -2.4138 0.2829 0.2327
7 Br -0.2032 2.0977 1.4680
8 Br -0.2644 -0.5385 -2.3488
9 H 0.5254 -1.7437 1.1762
10 H -2.1227 -1.9217 1.3509
11 H -1.0994 1.9246 -0.8908
12 H 2.2004 1.0930 -1.0457
13 H 1.9552 -0.6814 -0.8690
14 H 1.9932 0.2152 0.5091

Values from the calculation:
- Energy above the lowest of the compared OMol25 structures with the same formula, charge and spin: 80.9 kJ/mol
- Lowest unoccupied orbital energy: 0.4058 eV

Results of the Mulliken charge analysis, in e, for atoms 1 through 5: -0.514, -0.176, -0.172, 0.239, -1.598

***

5.
Density functional theory data (ωB97M-V/def2-TZVPD) for C42H35N5O3S3Ti as an isolated structure.

Cartesian coordinates (Å):
1 Ti 0.1503 0.2626 -0.0309
2 N -0.8183 -1.3030 -0.4847
3 S -0.8207 -2.5100 -1.3414
4 N -0.0780 -2.4086 -2.7769
5 S 1.4242 -2.6770 -3.0655
6 N 2.5263 -2.2275 -2.0594
7 S 2.7503 -0.6777 -1.6532
8 N 1.5380 0.1124 -1.3169
9 C 3.9049 -0.8692 -0.3322
10 C 4.5977 0.2835 0.0234
11 C 5.3991 0.2517 1.1499
12 C 5.4894 -0.9126 1.9042
13 C 4.7849 -2.0504 1.5375
14 C 3.9760 -2.0387 0.4103
15 C 3.6554 0.0927 -2.9602
16 C 4.8360 -0.4914 -3.4045
17 C 5.5517 0.1526 -4.3975
18 C 5.0852 1.3537 -4.9224
19 C 3.9041 1.9204 -4.4637
20 C 3.1735 1.2898 -3.4671
21 C 1.6271 -1.9671 -4.6638
22 C 2.6978 -2.4028 -5.4351
23 C 2.9082 -1.7965 -6.6606
24 C 2.0621 -0.7783 -7.0865
25 C 1.0017 -0.3555 -6.2956
26 C 0.7721 -0.9489 -5.0652
27 C 1.7463 -4.4023 -3.2279
28 C 0.9148 -5.1004 -4.0974
29 C 1.1065 -6.4625 -4.2392
30 C 2.1081 -7.1014 -3.5143
31 C 2.9294 -6.3844 -2.6554
32 C 2.7577 -5.0164 -2.5062
33 C -0.1611 -3.9354 -0.5110
34 C 0.6613 -3.7201 0.5847
35 C 1.2164 -4.8196 1.2220
36 C 0.9349 -6.1009 0.7658
37 C 0.0920 -6.2978 -0.3218
38 C -0.4675 -5.2105 -0.9712
39 C -2.4529 -2.9584 -1.8237
40 C -3.4125 -2.8761 -0.8206
41 C -4.7121 -3.2444 -1.1230
42 C -5.0326 -3.6780 -2.4040
43 C -4.0616 -3.7453 -3.3939
44 C -2.7531 -3.3860 -3.1098
45 H 4.5100 1.1865 -0.5681
46 H 5.9490 1.1354 1.4426
47 H 6.1164 -0.9315 2.7855
48 H 4.8684 -2.9524 2.1288
49 H 3.4175 -2.9140 0.1109
50 H 5.1889 -1.4195 -2.9707
51 H 6.4786 -0.2745 -4.7550
52 H 5.6579 1.8571 -5.6900
53 H 3.5565 2.8599 -4.8714
54 H 2.2567 1.7074 -3.0716
55 H 3.3405 -3.2039 -5.0913
56 H 3.7266 -2.1247 -7.2866
57 H 2.2288 -0.3146 -8.0498
58 H 0.3463 0.4336 -6.6385
59 H -0.0498 -0.6445 -4.4317
60 H 0.1457 -4.5832 -4.6583
61 H 0.4794 -7.0247 -4.9177
62 H 2.2533 -8.1673 -3.6310
63 H 3.7127 -6.8877 -2.1051
64 H 3.3908 -4.4365 -1.8514
65 H 0.8280 -2.7123 0.9446
66 H 1.8455 -4.6762 2.0908
67 H 1.3562 -6.9559 1.2781
68 H -0.1452 -7.3000 -0.6529
69 H -1.1438 -5.3481 -1.8052
70 H -3.1433 -2.5240 0.1670
71 H -5.4755 -3.1887 -0.3593
72 H -6.0511 -3.9605 -2.6343
73 H -4.3220 -4.0709 -4.3917
74 H -1.9855 -3.4134 -3.8691
75 C -2.3051 4.1358 -1.3513
76 C -3.0050 2.9371 -1.2646
77 C -2.3415 1.7712 -0.9190
78 C -0.9694 1.8023 -0.6549
79 C -0.2735 3.0126 -0.7439
80 C -0.9419 4.1777 -1.0923
81 H -2.8292 5.0439 -1.6186
82 H -4.0685 2.9160 -1.4630
83 H -2.8891 0.8388 -0.8500
84 H 0.7915 3.0565 -0.5335
85 H -0.4043 5.1145 -1.1560
86 O 1.0972 0.7300 3.4972
87 N 0.8181 0.5462 2.3696
88 O 1.5037 0.9891 1.3671
89 O -0.2078 -0.1276 1.9720

Values from the calculation:
- Energy above the lowest of the compared OMol25 structures with the same formula, charge and spin: 0.0 kJ/mol
- Total charge: +2
- Lowest unoccupied orbital energy: -5.2619 eV

Results of the Mulliken charge analysis, in e, for atoms 1 through 5: -0.371, -0.516, 1.701, -0.109, 1.254

***

6.
Density functional theory data (ωB97M-V/def2-TZVPD) for C28H43CeN4O3S2Sb as an isolated structure in a non-equilibrium geometry.

Cartesian coordinates (Å):
1 Ce -0.5300 -0.6452 -0.4416
2 C 2.4160 -0.6527 -3.5498
3 N 2.6627 -0.7713 -2.0857
4 C 2.9253 -2.1606 -1.6823
5 C 2.8440 -2.4107 -0.2009
6 N 1.4685 -2.9368 0.2210
7 C 1.5002 -2.9368 1.7251
8 C 1.0393 -4.1523 -0.3137
9 C 1.3681 -5.3544 0.3280
10 C 0.9619 -6.5629 -0.2212
11 C 0.3458 -6.5956 -1.5074
12 C 0.1155 -5.3879 -2.1637
13 C 0.3340 -4.1889 -1.5458
14 S -0.3245 -2.7345 -2.3621
15 C 3.5217 0.2247 -1.5577
16 C 4.5879 0.6697 -2.3329
17 C 5.4143 1.7271 -1.9370
18 C 5.0893 2.4006 -0.7805
19 C 3.9886 2.0543 -0.0220
20 C 3.0808 1.0512 -0.4545
21 S 1.7040 0.7518 0.6560
22 H 3.2571 -1.1480 -4.1124
23 H 2.2606 0.4009 -3.9242
24 H 1.4563 -1.1769 -3.6775
25 H 3.9396 -2.4892 -2.0069
26 H 2.2605 -2.9100 -2.1381
27 H 3.1557 -1.5220 0.3844
28 H 3.6265 -3.2183 0.0570
29 H 2.3186 -3.5229 2.2436
30 H 0.5576 -3.2384 2.1504
31 H 1.6457 -1.9306 2.0513
32 H 1.9262 -5.3558 1.2833
33 H 1.0999 -7.4717 0.3110
34 H 0.0877 -7.5262 -1.9865
35 H -0.1085 -5.3651 -3.2019
36 H 4.8896 0.1367 -3.2560
37 H 6.3111 1.9581 -2.4974
38 H 5.6323 3.3072 -0.4462
39 H 3.7103 2.4742 0.9344
40 C -0.8304 2.6865 -1.3778
41 C -1.4159 4.0171 -1.9033
42 N -2.8446 3.8382 -2.0227
43 C -3.3809 3.4758 -0.6784
44 C -2.7863 2.1657 -0.2338
45 N -1.7672 1.5920 -1.2301
46 C -2.4761 1.4385 -2.5338
47 C -3.1429 2.7579 -2.9504
48 H -0.3856 2.8732 -0.4208
49 H -0.0087 2.2572 -2.0025
50 H -0.9612 4.2458 -2.9038
51 H -1.3171 4.9288 -1.2508
52 H -4.4996 3.3781 -0.7811
53 H -3.1349 4.3192 -0.0537
54 H -3.5225 1.3999 -0.0823
55 H -2.1095 2.2551 0.6560
56 H -3.1926 0.6383 -2.3886
57 H -1.7068 1.1049 -3.2774
58 H -4.2474 2.6327 -2.9859
59 H -2.7861 3.0051 -3.9597
60 O -1.0341 -1.7702 1.6223
61 C -1.7732 -0.8138 2.0117
62 O -1.8170 0.3213 1.4003
63 H -2.4101 -0.9511 2.9383
64 C -1.8663 5.3849 5.9059
65 Sb -1.2152 3.8689 4.4551
66 C -0.6400 2.2065 5.8646
67 C -2.8660 2.7621 3.6589
68 H -2.6743 5.9737 5.4520
69 H -1.0187 5.9617 6.2717
70 H -2.2802 4.7112 6.7251
71 H 0.2571 1.6804 5.4572
72 H -1.5470 1.5490 5.9643
73 H -0.3990 2.7310 6.8021
74 H -3.5496 2.1998 4.3275
75 H -2.3130 2.0316 3.0866
76 H -3.4625 3.3402 2.9681
77 C -2.4909 -3.5388 -0.5279
78 C -2.1976 -2.3757 -1.3154
79 O -3.0143 -1.4994 -1.6649
80 H -2.5404 -4.4587 -1.1224
81 H -3.4688 -3.3665 -0.1097
82 H -1.7025 -3.7489 0.2699

Values from the calculation:
- Energy above the lowest of the compared OMol25 structures with the same formula, charge and spin: 217.1 kJ/mol
- 2S+1: 2
- Total charge: -1
- Lowest unoccupied orbital energy (alpha / beta): 2.4206 / 2.4221 eV

Results of the Mulliken charge analysis, in e, for atoms 1 through 5: 0.224, -1.174, 1.389, -1.379, -0.870

***

7.
Density functional theory data (ωB97M-V/def2-TZVPD) for one molecule with the formula C2H2O5S in a non-equilibrium geometry.

Cartesian coordinates (Å):
1 C 0.8205 0.4938 -0.1097
2 C 0.2464 -0.8692 0.0420
3 O -2.6511 1.1014 -0.5611
4 O -0.1879 1.4089 0.4152
5 O 1.0501 -1.7040 0.8022
6 O 0.8037 -1.9200 -0.5735
7 O -1.0670 -0.7783 0.2599
8 S -1.7717 0.8118 0.5234
9 H 1.8299 0.5126 0.3950
10 H 0.9270 0.9430 -1.1933

Values from the calculation:
- Energy above the lowest of the compared OMol25 structures with the same formula, charge and spin: 169.8 kJ/mol
- Lowest unoccupied orbital energy: 0.0086 eV

Results of the Mulliken charge analysis, in e, for atoms 1 through 5: -0.199, 0.870, -0.393, -0.371, -0.325

***

8.
Density functional theory data (ωB97M-V/def2-TZVPD) for C42H48As3Cl2N5O10Ti as an isolated structure in a non-equilibrium geometry.

Cartesian coordinates (Å):
1 Ti 0.3878 -0.1776 -0.2084
2 C 0.7202 4.1908 2.1643
3 As 0.1187 2.8790 0.8536
4 C 0.6151 3.9859 -0.6889
5 C -1.7805 3.4067 0.7101
6 C -2.7964 2.7933 1.6960
7 C -2.2160 2.7401 3.1204
8 C -3.2435 1.3838 1.2765
9 As -1.9715 -0.1073 1.1345
10 C -1.9825 -0.6495 3.0111
11 C -3.3230 -1.3891 0.5560
12 C -4.0396 3.7204 1.7816
13 As -5.3887 4.0590 0.3766
14 C -4.4801 3.8208 -1.3387
15 C -6.3994 2.3743 0.3790
16 H 0.3684 5.1886 1.8944
17 H 1.8113 4.1592 2.1507
18 H 0.3798 3.9122 3.1610
19 H 0.1393 4.9671 -0.6127
20 H 0.3063 3.4887 -1.6093
21 H 1.7005 4.1087 -0.6897
22 H -2.0436 3.1273 -0.3093
23 H -1.8080 4.4992 0.7671
24 H -1.2813 2.1736 3.1716
25 H -2.9338 2.2689 3.8037
26 H -2.0116 3.7525 3.4897
27 H -3.6773 1.4161 0.2833
28 H -4.0050 1.0282 1.9742
29 H -2.9633 -0.4415 3.4370
30 H -1.2060 -0.1086 3.5593
31 H -1.7858 -1.7210 3.0573
32 H -4.1999 -1.2895 1.1907
33 H -2.9246 -2.3986 0.6516
34 H -3.5822 -1.1974 -0.4828
35 H -3.6900 4.7201 2.0438
36 H -4.6635 3.3969 2.6231
37 H -3.7167 4.5890 -1.4607
38 H -5.2347 3.9554 -2.1156
39 H -4.0253 2.8372 -1.4560
40 H -6.6088 2.0817 1.4094
41 H -5.8616 1.5678 -0.1191
42 H -7.3470 2.5429 -0.1327
43 C 0.5910 -3.2133 3.4771
44 C 0.1547 -3.5656 2.0973
45 N -0.1861 -2.7149 1.1618
46 C -0.4370 -3.4469 0.0459
47 C -0.3024 -4.7756 0.3144
48 N 0.0923 -4.8278 1.6134
49 C -0.5155 -6.0786 -0.3977
50 O -0.9823 -6.0615 -1.6081
51 O -0.2920 -7.1052 0.1966
52 C -0.6684 -2.7303 -1.2616
53 O -1.0192 -3.3608 -2.2572
54 O -0.4833 -1.4881 -1.2385
55 H 0.5871 -2.1299 3.5809
56 H 1.6092 -3.5634 3.6585
57 H -0.0707 -3.6488 4.2297
58 H 0.2939 -5.6937 2.0871
59 H -1.1633 -5.0981 -1.9498
60 Cl -0.3501 1.9747 -4.3164
61 C -1.1631 0.5245 -3.6256
62 Cl -2.5035 0.0111 -4.6849
63 C -1.5804 0.7998 -2.1592
64 O -2.7419 0.6740 -1.8116
65 O -0.5723 1.1558 -1.4309
66 H -0.4236 -0.2628 -3.6124
67 O 0.7803 1.1584 3.6003
68 C 1.4898 0.3881 2.9254
69 N 1.1751 -0.1344 1.6758
70 C 2.1852 -0.9617 1.2642
71 O 2.0261 -1.5032 0.0952
72 C 3.2154 -1.0391 2.2379
73 C 4.4465 -1.7193 2.3229
74 C 5.2196 -1.5441 3.4503
75 C 4.7922 -0.6931 4.5089
76 C 3.5827 -0.0200 4.4268
77 C 2.7867 -0.1910 3.2959
78 H 4.7818 -2.3645 1.5144
79 H 6.1761 -2.0509 3.5288
80 H 5.4265 -0.5667 5.3802
81 H 3.2509 0.6403 5.2234
82 O 3.2266 2.2548 0.5213
83 C 3.1334 1.6730 -0.5421
84 N 4.1318 1.7067 -1.5151
85 C 3.8485 0.8202 -2.6188
86 C 2.4116 0.3651 -2.2032
87 O 1.7371 -0.3805 -2.8932
88 N 2.0611 0.9284 -1.0175
89 C 4.8226 -0.3577 -2.6488
90 C 4.6541 -1.4127 -1.7543
91 C 5.5713 -2.4559 -1.7251
92 C 6.6664 -2.4592 -2.5816
93 C 6.8426 -1.4058 -3.4696
94 C 5.9222 -0.3609 -3.5014
95 C 3.7399 1.5470 -3.9608
96 C 3.3898 0.8312 -5.1061
97 C 3.2285 1.4802 -6.3209
98 C 3.4175 2.8574 -6.4130
99 C 3.7592 3.5746 -5.2762
100 C 3.9146 2.9202 -4.0546
101 H 5.0701 1.9121 -1.2225
102 H 3.7867 -1.4347 -1.0928
103 H 5.4208 -3.2746 -1.0284
104 H 7.3733 -3.2814 -2.5634
105 H 7.6935 -1.3953 -4.1423
106 H 6.0600 0.4559 -4.2016
107 H 3.2193 -0.2364 -5.0286
108 H 2.9417 0.9109 -7.1990
109 H 3.2850 3.3660 -7.3618
110 H 3.8964 4.6498 -5.3308
111 H 4.1523 3.4809 -3.1586

Values from the calculation:
- Energy above the lowest of the compared OMol25 structures with the same formula, charge and spin: 0.0 kJ/mol
- 2S+1: 3
- Total charge: -2
- Lowest unoccupied orbital energy (alpha / beta): 4.2076 / 4.2055 eV

Results of the Mulliken charge analysis, in e, for atoms 1 through 5: -0.538, -1.548, 2.376, -1.304, -1.538